No. 1
The following is a DFT calculation (wB97M-V/def2-TZVPD) of a molecular structure, C4H4BaO.

E (hartree): -255.18869
Net charge: +1
Gap between HOMO and LUMO (alpha / beta) (eV): 6.79 / 8.10
Relative energy (zero: lowest compared OMol25 entry of this formula, charge and spin) (kJ/mol): 0.0
Spin multiplicity: 2
Expectation value of S²: 0.755
LUMO (alpha / beta) (eV): -4.3299 / -4.3507

```
10
Properties=species:S:1:pos:R:3:lowdin_spin:R:1
O -0.58739 0.41677 1.79472 0.024
C -1.00285 0.60980 0.62243 0.035
C -0.41106 -0.09953 -0.49374 0.083
C 1.05651 -0.05114 -0.92086 0.103
C 0.57484 -1.19851 -0.15732 0.626
H -1.20084 0.19771 -1.26561 0.013
H -1.94967 1.16044 0.48376 0.002
H 1.71749 0.68859 -0.44995 0.019
H 1.18925 -0.12193 -2.00776 0.024
Ba 0.61373 -1.60221 2.39433 0.070
```

***

No. 2
The following is a DFT calculation (wB97M-V/def2-TZVPD) of a molecular structure, C4H4Br2O.

E (hartree): -5378.00842
Gap between HOMO and LUMO (eV): 9.24
Relative energy (zero: lowest compared OMol25 entry of this formula, charge and spin) (kJ/mol): 75.9
Spin multiplicity: 1
LUMO (eV): 0.3748

```
11
Properties=species:S:1:pos:R:3:mulliken_charge:R:1
C 0.94552 -0.75692 0.37462 -0.480
C 0.18693 -1.43588 -0.43489 -0.092
C 0.50328 0.63182 0.49874 -0.559
C -0.80940 0.72794 -0.31009 0.281
O -0.78182 -0.83683 -1.10609 -0.399
Br -0.86993 1.99476 -1.73938 -0.060
Br -2.41587 0.90841 0.72050 -0.043
H 1.59483 -1.20070 1.04388 0.374
H 0.35486 -2.48241 -0.71935 0.385
H 0.10215 0.95721 1.50772 0.282
H 1.18943 1.49259 0.16436 0.311
```

***

No. 3
The following is a DFT calculation (wB97M-V/def2-TZVPD) of C4H4BrF2I in the gas phase.

E (hartree): -3226.23221
Gap between HOMO and LUMO (eV): 9.80
Relative energy (zero: lowest compared OMol25 entry of this formula, charge and spin) (kJ/mol): 0.0
Spin multiplicity: 1
Structure (SMILES): C/C=C(\I)C(F)(F)Br
LUMO (eV): 0.3987

```
12
Properties=species:S:1:pos:R:3:mulliken_charge:R:1
C -1.88072 0.61419 -0.45731 -1.147
C -0.70158 -0.17024 -0.02188 0.153
C 0.51447 0.28275 0.22892 -0.385
I 1.22145 2.24099 0.04764 0.157
C 1.71652 -0.79543 0.50664 0.454
F 1.21746 -2.00907 0.73296 -0.213
F 2.40843 -0.44326 1.59658 -0.187
Br 2.95084 -0.87201 -1.00324 -0.093
H -2.66390 0.56430 0.29769 0.284
H -2.27821 0.16769 -1.36924 0.287
H -1.62930 1.65438 -0.64751 0.334
H -0.87546 -1.23428 0.08873 0.356
```

***

No. 4
The following is a DFT calculation (wB97M-V/def2-TZVPD) of C4H4BrN in the gas phase.

E (hartree): -2783.38085
Gap between HOMO and LUMO (alpha / beta) (eV): 6.90 / 7.82
Relative energy (zero: lowest compared OMol25 entry of this formula, charge and spin) (kJ/mol): 50.3
Spin multiplicity: 3
Expectation value of S²: 2.035
LUMO (alpha / beta) (eV): 0.4655 / -2.1501

```
10
Properties=species:S:1:pos:R:3:lowdin_spin:R:1
C -1.12733 -0.01581 -0.34047 0.047
C -0.71019 -1.15648 0.19373 0.289
C -0.27182 1.18798 -0.25758 0.388
C 1.78309 0.30928 0.66915 0.649
N 0.95471 0.99681 0.00072 0.273
Br 3.32493 -0.36523 -0.17663 0.279
H -2.16384 0.15260 -0.38939 -0.004
H -1.34386 -1.88813 0.00874 0.024
H -0.63524 2.13450 -0.46879 0.026
H 0.18955 -1.35551 0.76053 0.030
```

***

No. 5
The following is a DFT calculation (wB97M-V/def2-TZVPD) of a molecular structure, C4H4BrN.

E (hartree): -2783.33416
Gap between HOMO and LUMO (alpha / beta) (eV): 6.71 / 7.66
Relative energy (zero: lowest compared OMol25 entry of this formula, charge and spin) (kJ/mol): 172.9
Spin multiplicity: 3
Expectation value of S²: 2.016
LUMO (alpha / beta) (eV): -1.1244 / -2.3772

```
10
Properties=species:S:1:pos:R:3:lowdin_spin:R:1
C 1.37602 -0.39094 -1.44322 0.611
C 0.18022 -0.40538 -0.79733 0.491
C -0.13362 -1.39285 -1.87508 0.403
C -0.53884 0.01521 0.43465 0.065
N 0.89044 -1.29972 -2.59959 0.435
Br -2.16590 -2.56191 -2.58810 -0.068
H 2.23881 0.25066 -1.38132 0.030
H -1.65675 0.18992 0.34374 0.008
H -0.23986 0.91175 0.85704 0.003
H -0.42495 -0.56215 1.28564 0.022
```

***

No. 6
The following is a DFT calculation (wB97M-V/def2-TZVPD) of a molecular structure, C4H4CaO3.

E (hartree): -1057.83871
Net charge: +1
Gap between HOMO and LUMO (alpha / beta) (eV): 6.08 / 7.89
Spin multiplicity: 2
Expectation value of S²: 0.764
LUMO (alpha / beta) (eV): -5.6909 / -5.7060

```
12
Properties=species:S:1:pos:R:3:lowdin_spin:R:1
O -1.71777 1.39170 -1.50835 0.007
C -1.60836 0.46671 -0.64189 0.003
O -0.43620 0.76563 0.11936 0.080
O -2.26291 -0.51553 -0.41683 0.001
Ca -0.20497 2.61604 -0.97682 0.008
C 0.82715 -0.98303 0.53772 0.659
C 1.72957 -1.11427 -0.41095 0.085
C -0.02517 -0.08934 1.30324 0.089
H 1.63371 -0.56062 -1.35453 0.030
H 2.48537 -1.90325 -0.38117 0.023
H -0.93951 -0.56537 1.67523 0.007
H 0.51909 0.49133 2.05500 0.007
```

***

No. 7
The following is a DFT calculation (wB97M-V/def2-TZVPD) of a molecular structure, C4H4CeCl2O4Ti.

E (hartree): -2698.83753
Net charge: +4
Gap between HOMO and LUMO (alpha / beta) (eV): 5.09 / 7.37
Relative energy (zero: lowest compared OMol25 entry of this formula, charge and spin) (kJ/mol): 176.6
Spin multiplicity: 3
Expectation value of S²: 2.044
LUMO (alpha / beta) (eV): -21.2610 / -19.2643

```
16
Properties=species:S:1:pos:R:3:lowdin_spin:R:1
Ti 1.37191 2.92150 -0.25346 1.095
Ce -0.31571 0.42489 -0.07115 0.884
Cl -0.51353 2.84814 1.19789 -0.044
Cl 2.32022 0.73037 0.00164 -0.027
C 0.55661 -1.98551 -1.15443 -0.008
C 0.21835 4.22065 -1.19336 0.019
C 2.42475 3.10378 -1.90400 0.015
O 0.93820 -2.99599 -1.58028 0.000
O -0.38987 5.13201 -1.56549 0.039
O 3.16464 3.31739 -2.78838 0.042
C -1.69374 -1.79846 1.88560 -0.001
O -0.72380 -0.72209 2.00563 -0.013
H -2.38956 -1.48604 1.08811 0.000
H -2.24606 -1.96102 2.82021 -0.001
H -1.15617 -2.71725 1.59018 -0.001
H -0.31504 -0.65878 2.89191 0.000
```

***

No. 8
The following is a DFT calculation (wB97M-V/def2-TZVPD) of a molecular structure, C4H4CeO6.

E (hartree): -1080.55804
Net charge: +2
Gap between HOMO and LUMO (alpha / beta) (eV): 5.88 / 7.04
Relative energy (zero: lowest compared OMol25 entry of this formula, charge and spin) (kJ/mol): 392.3
Spin multiplicity: 3
Expectation value of S²: 2.015
LUMO (alpha / beta) (eV): -10.8419 / -10.1425

```
15
Properties=species:S:1:pos:R:3:lowdin_spin:R:1
O 2.15635 -1.19074 -0.37613 -0.014
C 0.90479 -1.40298 -0.05138 0.023
C 0.00929 -0.19324 0.05058 0.076
O -1.33618 -0.52963 0.09493 0.021
H 0.42681 -1.20928 1.17029 0.006
H 0.41222 -2.20704 -0.62592 0.005
H 0.16110 0.39133 -0.87217 0.014
C -2.25693 0.34540 -0.35564 0.001
O -2.07130 1.21817 -1.15510 0.003
O -3.43082 0.08907 0.18434 0.001
H -3.43825 -0.76810 0.63375 0.000
O 2.43170 1.94180 0.02746 0.134
C 1.53255 1.98427 0.86466 0.527
O 0.57401 1.22501 1.10619 0.086
Ce 3.92467 0.30594 -0.69586 1.117
```

***

No. 9
The following is a DFT calculation (wB97M-V/def2-TZVPD) of 4 unconnected molecules or ions with the total composition C4H4Cl12.

E (hartree): -5677.09721
Gap between HOMO and LUMO (eV): 11.48
Relative energy (zero: lowest compared OMol25 entry of this formula, charge and spin) (kJ/mol): 10.5
Spin multiplicity: 1
Structure (SMILES): ClC(Cl)Cl.ClC(Cl)Cl.ClC(Cl)Cl.ClC(Cl)Cl
LUMO (eV): 0.3659

```
20
Properties=species:S:1:pos:R:3:mulliken_charge:R:1
Cl 11.93792 1.18615 1.14839 -0.119
C 11.87990 0.56925 -0.50908 0.011
Cl 13.43897 -0.05228 -1.00596 -0.098
Cl 11.34419 1.84743 -1.61946 -0.008
H 11.13372 -0.21310 -0.53163 0.231
Cl 9.36586 3.04299 -4.66297 -0.106
C 9.85805 4.40325 -3.66661 0.411
Cl 8.78244 4.58702 -2.28467 -0.118
Cl 9.93050 5.88667 -4.62353 -0.131
H 10.86579 4.21803 -3.31794 -0.077
Cl 15.68987 2.04603 -3.48640 -0.123
C 14.36287 3.16486 -3.29976 0.300
Cl 13.11190 2.87891 -4.51916 -0.098
Cl 14.92333 4.83452 -3.37480 -0.130
H 13.89610 3.02727 -2.33277 0.053
Cl 11.22986 -4.81965 3.05752 -0.113
C 10.23756 -3.39598 2.77876 0.032
Cl 8.53357 -3.83146 2.62600 -0.121
Cl 10.78655 -2.53010 1.35506 -0.080
H 10.32591 -2.74729 3.63975 0.285
```

***

Max |F|
In order: 3.9; 3.8; 2.8; 8.2; 6.2; 2.8; 11.5; 7.2; 0.5
Unit: eV Å⁻¹